Entry 1:
73
Properties=species:S:1:pos:R:3:forces:R:3:mulliken_charge:R:1 method="wB97M-V/def2-TZVPD" homo_ev=-11.805 orbital_gap_ha=0.255 total_charge=+1
C -4.673066 -1.835164 2.707569 0.1 -0.5 0.5 -1.014
C -3.099270 -1.434920 2.362520 -0.2 -0.9 0.5 -0.334
C -2.780704 -1.496058 0.722415 0.4 0.1 0.8 -0.656
Br -4.513876 -1.345521 -0.343866 1.4 0.2 0.4 -0.028
C -1.804215 -0.288717 0.215748 2.0 4.8 -1.1 0.807
C -2.198599 1.276692 0.413955 2.1 -1.8 -0.8 0.698
C -3.577762 1.809065 1.134215 -0.7 -0.4 0.0 -0.226
C -4.494347 2.693602 0.049823 1.9 1.6 0.9 -0.188
O -5.773650 2.051475 -0.285016 1.7 0.6 -3.2 -0.244
C -5.964240 1.891180 -1.733892 -3.1 -6.1 -2.5 0.594
C -5.685085 3.014807 -2.894328 1.3 0.2 0.1 -0.799
O -6.471592 0.702950 -2.164882 3.4 7.8 3.3 -0.513
C -1.126174 2.311379 -0.146680 0.1 -0.4 -0.5 -0.039
O -1.459207 3.760898 0.076382 -1.1 -4.9 -0.2 -0.190
N -0.281623 4.430427 0.120019 2.5 3.5 4.7 0.112
O -0.158787 4.968454 1.227136 -0.6 -1.9 -4.6 -0.279
N 0.135501 2.110254 -0.846996 -5.7 -1.8 3.2 -0.975
N 0.382195 0.792302 -0.960609 -0.6 -3.0 0.3 0.834
C 1.725989 0.526207 -1.677765 2.6 1.7 -1.0 0.621
C 2.967962 0.273046 -0.590967 -1.5 0.6 0.8 -0.887
C 2.201362 1.906551 -2.500230 -0.2 -0.8 -1.2 -0.610
C 3.422013 1.418837 -3.520079 -0.7 -0.3 -0.5 -0.967
C -0.371916 -0.370055 -0.518291 -1.4 -0.2 1.0 -0.142
C 0.230265 -1.893379 -0.763469 -0.7 -0.3 -0.5 -0.936
C -0.173632 -2.462396 -2.283781 -0.5 -1.3 0.4 0.422
C 0.054731 -4.118867 -2.305926 0.1 0.5 -0.7 -1.109
C -1.760495 -2.226361 -2.645056 0.1 0.0 -1.2 -1.045
H -5.420433 -0.970838 2.432937 1.5 -1.9 0.3 0.254
H -4.926856 -2.860673 2.153167 0.4 2.5 1.1 0.293
H -4.837093 -2.070301 3.866202 0.7 0.7 -2.5 0.337
H -2.782927 -0.417767 2.850414 -0.6 -1.9 -1.1 0.273
H -2.443110 -2.303219 2.843554 -1.2 2.0 -1.0 0.376
H -2.399725 -2.581911 0.520124 -0.4 2.4 0.0 0.367
H -3.349281 2.439031 2.122331 -0.2 -1.2 -2.5 0.430
H -4.295975 0.933331 1.500425 2.0 1.6 -1.0 -0.282
H -4.626581 3.754947 0.580382 -0.2 -2.4 -1.3 0.237
H -3.780812 2.886580 -0.862492 -1.8 -0.4 1.4 0.143
H -5.846691 4.124403 -2.551492 0.1 -2.3 -0.5 0.297
H -4.526882 2.926510 -3.168369 -2.4 0.2 0.6 0.218
H -6.255337 2.789408 -3.916874 1.0 0.2 2.8 0.307
H 1.655909 -0.292218 -2.506421 -0.4 1.3 2.0 -0.266
H 3.696744 -0.583225 -0.916543 -1.5 1.8 0.8 0.237
H 2.414297 0.054753 0.442956 1.6 0.1 -2.1 0.088
H 3.508939 1.319664 -0.428908 -1.0 -2.5 -0.5 0.346
H 2.522265 2.766397 -1.769735 -0.7 -1.8 -1.5 0.363
H 1.323541 2.266584 -3.220226 1.8 -0.6 1.8 0.346
H 2.954883 0.569653 -4.214151 1.0 1.8 1.4 0.259
H 3.754160 2.285095 -4.269878 -0.6 -1.9 2.0 0.353
H 4.332322 0.937288 -2.961306 -1.7 1.2 -1.1 0.233
H 1.375948 -2.000061 -0.561156 -2.1 0.6 -0.5 0.389
H -0.294692 -2.666736 -0.019830 1.0 2.1 -1.4 0.463
H 0.519918 -2.044459 -3.128005 -1.4 -0.4 1.7 0.289
H 0.984220 -4.448573 -1.661196 -2.0 0.6 -1.2 0.309
H -0.938028 -4.682790 -1.997407 2.2 1.2 -0.4 0.275
H 0.272040 -4.390980 -3.432447 -0.4 0.4 2.3 0.335
H -1.900480 -2.527019 -3.791202 0.3 0.6 2.5 0.394
H -2.494991 -2.929277 -2.048344 1.7 1.5 -1.0 0.189
H -2.115660 -1.105511 -2.570325 0.7 -2.2 0.0 0.214
C 6.567872 -1.901255 3.740644 -0.1 0.1 0.2 -1.056
C 6.126638 -1.281558 2.426669 0.1 -0.1 0.0 -0.314
O 4.711257 -1.245461 2.264814 -0.3 0.0 -0.1 -0.364
C 3.980843 -0.480785 3.220244 0.1 0.0 -0.1 -0.363
C 4.344177 0.993685 3.217924 0.2 0.1 0.0 -0.966
H 6.100996 -2.881405 3.882725 0.1 0.1 -0.1 0.284
H 7.654968 -2.019864 3.761695 -0.1 0.0 0.0 0.395
H 6.282841 -1.277441 4.593116 0.1 0.0 0.0 0.257
H 6.516474 -1.890601 1.604316 -0.3 0.1 0.0 0.314
H 6.549894 -0.279902 2.298742 0.0 0.0 0.1 0.306
H 4.091755 -0.914567 4.219832 0.0 0.1 0.0 0.396
H 2.922983 -0.580879 2.953979 0.2 -0.2 -0.1 0.259
H 5.366604 1.153954 3.571479 -0.1 0.0 0.0 0.305
H 3.671720 1.554684 3.873571 0.1 -0.1 -0.1 0.398
H 4.279565 1.406618 2.206113 -0.1 0.0 0.1 0.174

=====

Entry 2:
75
Properties=species:S:1:pos:R:3:forces:R:3:mulliken_spin:R:1 method="wB97M-V/def2-TZVPD" homo_ev="-14.418 / -14.483" e_above_lowest_kj_mol=3.04 orbital_gap_ha="0.250 / 0.264" total_charge=+2 spin_multiplicity=2
W -0.024355 1.008027 2.078693 0.4 -1.0 0.1 1.031
O 1.960692 -2.209796 2.140385 0.0 0.0 0.0 0.008
C 1.956473 -1.131819 2.641947 0.0 0.2 0.1 0.011
O 0.776834 -0.490157 2.940192 -0.2 0.1 -0.2 -0.006
C 3.134445 -0.326562 3.055491 0.0 0.0 -0.1 0.005
C 4.255396 -1.018062 3.495271 0.0 0.0 0.0 0.000
C 5.385714 -0.334901 3.919565 0.0 0.0 0.0 -0.004
C 5.409171 1.049785 3.885633 0.0 0.0 0.0 0.002
C 4.305209 1.756520 3.428556 0.0 0.0 0.0 -0.003
C 3.165373 1.072640 3.025045 0.0 0.0 0.1 0.010
S 1.896477 2.145772 2.366749 -0.1 0.0 0.0 -0.051
H 4.223750 -2.099379 3.506661 0.0 0.0 0.0 0.000
H 6.245894 -0.885388 4.274083 0.0 0.0 0.0 0.000
H 6.287876 1.589745 4.210555 0.0 0.0 0.0 0.000
H 4.334822 2.837440 3.382255 0.0 0.0 0.0 0.000
C -6.025797 2.121468 3.960648 0.0 0.0 0.0 0.000
C -4.826227 3.014954 4.064417 0.1 0.0 -0.1 0.003
O -3.901816 2.655094 2.940420 0.0 0.0 -0.5 0.002
P -2.370629 2.725350 2.982552 0.2 0.0 0.8 0.042
S -1.333466 2.797414 1.238426 -0.4 0.5 -0.4 -0.023
S -1.631054 0.980763 3.785668 0.2 0.1 0.2 -0.021
O -2.034186 3.955907 3.868073 -0.2 0.1 0.0 0.000
C -0.737598 4.618788 4.051333 0.1 -0.1 0.0 0.001
C -0.971585 5.863650 4.861841 0.0 0.0 0.0 0.000
H -6.726817 2.395428 4.750021 0.0 0.0 0.0 0.000
H -5.754580 1.075535 4.093296 0.0 0.0 0.0 0.000
H -6.525588 2.249042 3.002418 0.0 0.0 0.0 0.000
H -4.273223 2.886832 4.993346 0.0 0.0 0.0 0.000
H -5.054276 4.066451 3.914894 0.0 0.0 0.0 0.000
H -0.339239 4.836653 3.060042 0.0 0.0 0.0 -0.001
H -0.083094 3.910589 4.561465 0.0 0.0 0.0 0.000
H -1.592073 6.574573 4.319293 0.0 0.0 0.0 0.000
H -0.011623 6.335613 5.071097 0.0 0.0 0.0 0.000
H -1.446986 5.623980 5.811443 0.0 0.0 0.0 0.000
C -1.944655 -2.971196 -4.027101 0.0 0.0 0.0 0.000
C -1.808795 -1.861607 -2.948931 0.0 0.0 0.0 0.000
C -2.555029 -0.612932 -3.435736 0.0 0.0 0.0 0.000
C -2.491292 -2.336308 -1.655928 0.0 0.0 0.0 -0.001
Si 0.054406 -1.634187 -2.813518 0.1 0.0 0.0 0.002
Br 0.009939 -0.182893 -0.060508 -0.1 0.0 -0.1 -0.011
C 1.107268 -3.070097 -2.204619 0.0 0.0 0.0 0.001
C 2.347552 -2.679297 -1.385302 0.0 0.0 0.0 -0.003
C 1.569723 -3.724891 -3.536587 0.0 0.0 0.0 0.000
C 0.329098 -4.109878 -1.388160 0.0 0.0 0.0 0.000
C 0.870701 -0.239164 -3.780709 0.0 0.0 0.0 0.001
C 0.614171 -0.633013 -5.260351 0.0 0.0 0.0 0.000
C 2.385232 -0.132897 -3.561851 0.0 0.0 0.0 0.000
C 0.263514 1.149839 -3.521916 0.0 0.0 0.0 0.001
H -3.011410 -3.145245 -4.189938 0.0 0.0 0.0 0.000
H -1.507484 -3.920564 -3.719037 0.0 0.0 0.0 0.000
H -1.516687 -2.685833 -4.990749 0.0 0.0 0.0 0.000
H -3.610913 -0.871967 -3.543098 0.0 0.0 0.0 0.000
H -2.213532 -0.256776 -4.406096 0.0 0.0 0.0 0.000
H -2.489782 0.207247 -2.719064 0.0 0.0 0.0 0.000
H -3.556317 -2.457151 -1.868283 0.0 0.0 0.0 0.000
H -2.402193 -1.604480 -0.852912 0.0 0.0 0.0 0.000
H -2.121208 -3.291767 -1.295654 0.0 0.0 0.0 0.000
H 3.039847 -2.039069 -1.923327 0.0 0.0 0.0 0.000
H 2.880873 -3.600910 -1.139255 0.0 0.0 0.0 0.000
H 2.085073 -2.206644 -0.440340 0.0 0.0 0.0 0.000
H 2.190207 -3.066334 -4.144474 0.0 0.0 0.0 0.000
H 0.740581 -4.086206 -4.148617 0.0 0.0 0.0 0.000
H 2.180102 -4.594660 -3.280144 0.0 0.0 0.0 0.000
H -0.025182 -3.702277 -0.440205 0.0 0.0 0.0 0.000
H 1.010748 -4.930720 -1.153625 0.0 0.0 0.0 0.000
H -0.514291 -4.539174 -1.926563 0.0 0.0 0.0 0.000
H 1.077359 -1.583429 -5.532742 0.0 0.0 0.0 0.000
H 1.066111 0.136124 -5.892054 0.0 0.0 0.0 0.000
H -0.444491 -0.676743 -5.515524 0.0 0.0 0.0 0.000
H 2.921209 -1.045630 -3.814968 0.0 0.0 0.0 0.000
H 2.632260 0.144137 -2.535809 0.0 0.0 0.0 0.000
H 2.765740 0.654691 -4.216483 0.0 0.0 0.0 0.000
H -0.776725 1.227419 -3.824769 0.0 0.0 0.0 0.000
H 0.829576 1.875415 -4.110937 0.0 0.0 0.0 0.000
H 0.344784 1.447120 -2.475889 0.0 0.0 0.0 0.000

=====

Entry 3:
68
Properties=species:S:1:pos:R:3:forces:R:3:mulliken_spin:R:1 method="wB97M-V/def2-TZVPD" homo_ev="-12.589 / -12.600" e_above_lowest_kj_mol=135.50 orbital_gap_ha="0.216 / 0.203" total_charge=+2 spin_multiplicity=3
W -1.590944 1.508959 -0.187059 0.7 -4.3 2.6 1.110
C -0.321475 3.233397 0.151677 0.4 1.2 -0.7 -0.004
C -0.606959 3.113326 -1.263966 -0.5 1.1 0.1 0.131
C -2.620515 3.444327 -0.134464 0.5 0.8 -0.4 -0.154
C -1.562628 3.483213 0.830411 -0.1 0.7 -0.5 0.020
C -2.038626 3.214550 -1.432551 0.6 0.8 0.3 0.182
C 1.010299 3.450824 0.780661 0.6 0.0 0.4 0.012
H 1.834866 3.205185 0.107382 -0.2 0.0 0.1 -0.002
H 1.123604 2.859405 1.695347 0.0 0.0 -0.1 -0.003
H 1.163200 4.500860 1.073517 -0.3 -0.2 -0.2 -0.002
C -1.674151 3.862655 2.263227 -0.1 -0.2 0.6 -0.030
H -0.916836 3.367621 2.885672 -0.2 0.1 -0.2 -0.005
H -2.663857 3.637777 2.672700 0.2 0.0 -0.1 0.003
H -1.518120 4.944587 2.379384 0.0 -0.2 -0.2 -0.002
C -4.065023 3.600503 0.145505 -0.7 0.2 0.0 0.040
H -4.435268 4.554189 -0.253125 0.1 -0.1 0.1 0.000
H -4.267990 3.576447 1.219917 0.0 0.0 -0.3 0.001
H -4.648968 2.802969 -0.323100 0.0 0.1 0.1 -0.003
C -2.802675 2.985598 -2.680791 -0.3 -0.1 -0.5 -0.025
H -3.204924 3.927930 -3.088803 0.2 -0.3 0.1 0.015
H -3.648882 2.311992 -2.484380 0.1 0.2 -0.1 0.010
H -2.166847 2.506093 -3.435607 -0.2 0.2 0.1 0.001
C 0.389574 2.922326 -2.347986 0.5 -0.1 -0.5 -0.067
H 0.385870 3.776878 -3.041710 0.0 -0.2 0.2 0.010
H 0.178320 2.024007 -2.943087 0.1 0.2 0.0 0.006
H 1.406972 2.826898 -1.948174 -0.3 0.0 -0.1 -0.003
C 1.957617 -0.458789 2.736112 0.3 0.2 0.9 0.011
C 2.996675 -0.113756 1.944575 0.1 1.0 0.0 -0.014
C 2.814608 0.395356 0.548246 0.7 -1.3 -0.9 0.093
C 1.946590 -0.575282 -0.254145 0.4 1.1 -0.4 0.031
C 0.524732 -0.291476 -0.358903 -0.7 2.1 -0.9 0.427
C -0.468960 -1.183303 0.251866 -1.3 1.8 0.0 -0.030
C -0.395397 -1.426096 1.793362 -0.4 -0.6 -0.1 0.008
C 0.928856 -1.558777 2.582235 -1.1 -0.1 0.0 0.000
H 3.783841 0.454261 0.043356 -0.1 0.2 0.1 -0.009
H 2.048094 -1.608000 0.294902 -0.3 2.2 -1.2 0.020
H 2.364552 1.396392 0.554552 0.4 -0.4 0.3 -0.007
H 1.447335 -2.499065 2.312658 -0.3 0.9 0.3 -0.001
H 1.921675 0.011310 3.735255 0.9 -1.3 0.1 0.002
H 4.034913 -0.028435 2.303074 -0.8 1.2 0.7 0.002
H 0.560181 -1.733901 3.615555 0.2 0.1 -0.6 0.001
H -0.954130 -0.588809 2.237426 0.2 -0.2 -0.3 -0.021
H -1.478631 -0.641645 0.130721 0.2 -0.6 0.1 0.004
H -1.016187 -2.312979 2.010110 0.2 0.2 0.0 0.000
H 2.359037 -0.679479 -1.278099 -0.1 0.1 0.3 0.043
H 0.156857 0.197662 -1.309309 0.3 -0.5 0.4 0.089
P 1.930931 -3.329735 0.194549 1.2 -1.2 1.5 0.005
C 2.550421 -4.315326 1.596168 -0.1 -1.2 -0.3 0.000
C 3.129687 -3.665218 -1.115360 -0.1 -0.6 -0.3 0.002
P -0.709889 -2.472907 -1.004788 0.8 -3.0 1.1 0.047
C 0.284325 -3.866255 -0.317947 -0.3 -1.1 -0.6 0.005
C -0.098767 -2.255385 -2.690318 -0.1 0.7 -0.4 0.004
C -2.389587 -3.098822 -1.113357 -0.4 0.2 -0.1 0.009
H 1.737981 -4.590238 2.285926 0.3 0.1 -0.2 0.000
H 3.313906 -3.739571 2.144239 -0.3 -0.1 -0.3 0.000
H 3.012286 -5.232072 1.198501 -0.1 0.1 0.5 0.001
H 3.324239 -4.748392 -1.119839 0.1 0.3 -0.4 0.000
H 4.065440 -3.132599 -0.879131 -0.4 -0.2 -0.1 -0.002
H 2.755817 -3.332948 -2.093962 0.3 -0.1 0.2 0.001
H -2.340718 -4.198757 -1.189349 -0.1 0.5 0.0 0.002
H -2.857043 -2.688279 -2.022317 -0.1 -0.2 0.4 -0.001
H -2.966092 -2.811011 -0.221397 0.1 -0.1 -0.3 0.002
H -0.245017 -4.285321 0.557990 0.1 0.2 -0.4 0.000
H 0.409914 -4.666755 -1.071576 -0.6 0.2 0.2 0.001
H -0.963845 -2.062721 -3.342413 0.3 0.0 0.1 0.001
H 0.391762 -3.180529 -3.034529 -0.3 0.3 0.3 0.001
H 0.608720 -1.422144 -2.788812 -0.1 -0.3 0.0 -0.006
Br -3.214743 0.697282 1.493579 -0.2 -0.2 -0.3 0.041

=====

no.,electronic energy (Ha)
1,-4014.624588
2,-5668.107965
3,-4223.984707